The following is a quantum chemistry calculation of a 3-piece molecular cluster, C4H15NO2 overall in a non-equilibrium geometry, from OMol25.

Properties
Energy: -9975.815 eV
HOMO: -8.728 eV
SMILES string: CC(C)CN.O.O
Multiplicity: 1
Gap between HOMO and LUMO: 9.209 eV

Cartesian coordinates (Å):
C 0.18 1.14 0.36
C -0.19 0.97 1.82
C 0.19 2.18 2.67
C -1.71 0.74 1.91
N -2.08 -0.69 1.83
H -0.41 1.95 -0.10
H -0.16 0.26 -0.18
H 1.17 1.54 0.15
H 0.25 0.05 2.22
H 0.20 1.93 3.72
H 1.17 2.58 2.39
H -0.51 2.99 2.43
H -2.24 1.23 1.09
H -2.23 1.15 2.78
H -1.44 -1.26 2.33
H -2.42 -1.00 0.95
O 2.71 -1.48 -4.14
H 3.12 -1.66 -4.98
H 2.06 -0.76 -4.23
O 0.38 -4.06 -4.26
H 1.21 -4.54 -4.10
H 0.74 -3.25 -4.65



The following is a quantum chemistry calculation of a 7-piece molecular cluster, C24H32F2O21 overall in a non-equilibrium geometry, from OMol25.

Properties
Energy: -73840.465 eV
HOMO: -10.611 eV
SMILES string: O=C1OC[C@@H](F)O1.O=C1OC[C@@H](F)O1.C[C@H]1COC(=O)O1.C[C@H]1COC(=O)O1.C[C@H]1COC(=O)O1.O=C1OCCO1.O=C1OCCO1
Multiplicity: 1
Gap between HOMO and LUMO: 10.700 eV

Cartesian coordinates (Å):
O -1.85 5.20 -5.02
C -1.33 4.77 -4.06
O -0.37 5.43 -3.37
C 0.26 4.58 -2.43
C -0.55 3.29 -2.50
F -1.18 3.04 -1.32
O -1.50 3.53 -3.52
H 1.31 4.42 -2.67
H 0.16 5.01 -1.43
H 0.01 2.39 -2.78
O -1.88 -5.77 5.09
C -1.55 -5.12 4.16
O -2.15 -4.10 3.56
C -1.45 -3.72 2.37
C -0.11 -4.45 2.51
F 0.79 -3.56 3.04
O -0.40 -5.41 3.49
H -2.02 -4.03 1.49
H -1.29 -2.65 2.48
H 0.31 -4.87 1.60
C -6.03 0.41 1.76
C -4.54 0.75 1.85
C -3.71 -0.43 2.37
O -2.72 -0.64 1.35
C -2.99 0.16 0.29
O -2.45 0.09 -0.76
O -4.03 0.97 0.54
H -6.47 0.33 2.76
H -6.27 -0.44 1.13
H -6.56 1.26 1.32
H -4.42 1.70 2.37
H -4.38 -1.29 2.39
H -3.24 -0.24 3.33
C 1.83 4.43 5.04
C 0.38 4.20 4.65
C -0.25 5.28 3.77
O -0.91 4.55 2.75
C -0.63 3.24 2.86
O -1.07 2.36 2.17
O 0.29 3.03 3.82
H 2.31 3.65 5.63
H 1.88 5.38 5.59
H 2.39 4.70 4.14
H -0.23 4.10 5.55
H 0.47 6.03 3.44
H -1.03 5.76 4.37
C 2.22 -0.64 -7.31
C 2.34 -1.89 -6.41
C 2.12 -1.56 -4.95
O 0.77 -2.00 -4.74
C 0.39 -2.81 -5.72
O -0.53 -3.56 -5.72
O 1.29 -2.79 -6.74
H 3.08 0.01 -7.13
H 1.28 -0.11 -7.21
H 2.34 -0.84 -8.38
H 3.33 -2.30 -6.61
H 2.14 -0.52 -4.65
H 2.78 -2.18 -4.33
O 1.03 -2.04 -1.90
C 0.88 -1.22 -1.06
O 0.86 -1.56 0.27
C 0.79 -0.42 1.09
C 0.84 0.75 0.11
O 0.89 0.10 -1.19
H -0.13 -0.34 1.67
H 1.66 -0.41 1.75
H 1.71 1.41 0.13
H -0.06 1.36 0.22
O 4.31 -1.38 2.00
C 3.93 -2.24 1.27
O 4.14 -2.26 -0.07
C 3.64 -3.50 -0.60
C 3.06 -4.23 0.59
O 3.34 -3.38 1.69
H 2.88 -3.26 -1.34
H 4.43 -4.04 -1.13
H 3.46 -5.22 0.79
H 1.97 -4.25 0.45



The following is a quantum chemistry calculation of an isolated ion of composition C5H11INO and charge +1 in a non-equilibrium geometry, from OMol25.

Properties
Energy: -16993.156 eV
HOMO: -13.881 eV
SMILES string: C[C@H]1OC[N@@H+](C)[C@@H]1I
Multiplicity: 1
Charge: +1
Gap between HOMO and LUMO: 9.618 eV

Cartesian coordinates (Å):
C 1.67 0.59 -1.44
C 0.50 -0.35 -1.14
O 0.83 -1.21 -0.05
C -0.35 -1.50 0.61
N -0.93 -0.14 0.78
C -0.44 0.60 1.97
C -0.71 0.41 -0.57
I -2.47 0.14 -1.95
H 2.13 1.01 -0.59
H 1.37 1.36 -2.25
H 2.48 0.04 -1.90
H 0.37 -0.77 -2.20
H 0.01 -1.88 1.55
H -0.95 -2.14 0.07
H -1.94 -0.05 0.67
H 0.63 0.61 2.05
H -0.77 1.60 2.08
H -0.71 0.13 2.89
H -0.72 1.55 -0.58



The following is a quantum chemistry calculation of one molecule with the formula C4H9NO in a non-equilibrium geometry, from OMol25.

Properties
Energy: -7830.758 eV
HOMO: -9.867 eV
SMILES string: CC(C)C(N)=O
Multiplicity: 1
Gap between HOMO and LUMO: 10.692 eV

Cartesian coordinates (Å):
C 1.19 0.64 0.90
C 0.13 0.12 -0.33
C 0.86 -0.70 -1.39
C -1.13 -0.64 0.12
N -1.52 -0.34 1.39
O -1.70 -1.49 -0.55
H 1.31 -0.21 1.55
H 0.92 1.52 1.55
H 2.15 0.95 0.46
H 0.12 1.19 -0.32
H 0.21 -1.21 -2.11
H 1.58 -0.10 -1.96
H 1.40 -1.50 -0.87
H -1.26 0.56 1.76
H -2.43 -0.69 1.66



The following is a quantum chemistry calculation of a 8-piece molecular cluster, C19H41Br10N3O3 overall in a non-equilibrium geometry, from OMol25.

Properties
Energy: -731395.711 eV
HOMO (alpha / beta): -10.517 / -10.517 eV
Multiplicity: 2
Expectation value of S²: 0.77
Charge: +1
Gap between HOMO and LUMO (alpha / beta): 6.659 / 1.672 eV

Cartesian coordinates (Å):
Br 0.68 1.63 0.80
C -0.73 0.57 -0.08
C -0.12 -0.34 -1.12
Br -1.65 -1.47 -1.80
H -1.46 1.32 -0.39
H -1.11 -0.09 0.71
H 0.59 -1.01 -0.64
H 0.39 0.09 -1.98
Br 2.90 -3.24 -1.11
C 2.51 -2.67 -2.96
C 2.69 -3.78 -3.89
Br 2.45 -3.06 -5.75
H 3.20 -1.85 -3.21
H 1.53 -2.21 -2.87
H 1.93 -4.55 -3.78
H 3.68 -4.22 -3.75
Br -4.72 -4.34 5.02
C -4.10 -3.25 3.52
C -2.62 -3.20 3.50
Br -1.85 -2.08 1.99
H -4.52 -2.25 3.62
H -4.56 -3.60 2.59
H -2.26 -4.22 3.46
H -2.29 -2.86 4.48
Br 1.57 0.73 5.58
C 0.03 0.32 4.36
C -0.82 1.60 4.44
Br -2.37 1.43 3.30
H -0.53 -0.57 4.63
H 0.51 0.24 3.39
H -0.25 2.48 4.15
H -1.14 1.71 5.48
Br -1.86 3.65 -2.67
C -2.33 2.02 -3.60
C -2.30 2.29 -5.10
Br -2.67 0.69 -6.16
H -3.32 1.82 -3.20
H -1.57 1.25 -3.43
H -1.29 2.59 -5.36
H -3.12 2.98 -5.33
C 3.54 6.53 2.01
O 3.33 7.70 2.26
N 3.07 5.89 0.90
C 3.11 4.48 0.86
C 2.16 6.62 -0.01
H 4.14 5.93 2.71
H 2.06 4.17 0.95
H 3.66 3.98 1.65
H 3.46 4.11 -0.10
H 2.05 7.70 0.04
H 2.51 6.42 -1.02
H 1.19 6.14 0.12
C -6.43 -3.93 -0.53
O -6.53 -2.85 -0.03
N -5.26 -4.44 -1.02
C -5.21 -5.58 -1.94
C -4.00 -3.76 -0.76
H -7.32 -4.46 -0.91
H -4.76 -5.26 -2.87
H -6.13 -6.15 -2.11
H -4.56 -6.39 -1.58
H -3.49 -3.45 -1.67
H -4.07 -2.99 0.01
H -3.43 -4.53 -0.24
C 5.68 1.79 -0.28
O 5.93 1.52 -1.43
N 4.95 0.89 0.42
C 4.54 1.25 1.79
C 4.54 -0.42 -0.02
H 5.88 2.78 0.15
H 4.91 2.24 2.05
H 4.81 0.56 2.58
H 3.46 1.37 1.69
H 4.77 -0.67 -1.06
H 4.86 -1.22 0.64
H 3.46 -0.52 -0.07



The following is a quantum chemistry calculation of a 2-piece molecular cluster, CH4NO2 overall in a non-equilibrium geometry, from OMol25.

Properties
Energy: -6674.849 eV
HOMO: -15.554 eV
Multiplicity: 1
Charge: +1
Gap between HOMO and LUMO: 7.622 eV

Cartesian coordinates (Å):
C -0.90 1.07 -1.44
N -0.38 0.93 -0.32
O 1.04 -1.43 1.41
O 0.15 0.77 0.68
H -1.38 0.36 -1.98
H -0.62 1.89 -2.03
H 0.33 -2.10 1.65
H 1.76 -1.50 2.02



The following is a quantum chemistry calculation of one molecule with the formula C5H11N3O in a non-equilibrium geometry, from OMol25.

Properties
Energy: -11879.241 eV
HOMO: -8.300 eV
SMILES string: C/C(=N/N(C)C)C(N)=O
Multiplicity: 1
Gap between HOMO and LUMO: 9.189 eV

Cartesian coordinates (Å):
C 0.24 2.54 -0.43
C 0.09 1.06 -0.23
N 0.01 0.55 0.92
N -0.15 -0.72 1.20
C 0.46 -1.11 2.46
C 0.17 -1.80 -0.05
C -0.06 0.25 -1.55
N -1.37 0.23 -1.96
O 0.87 0.07 -2.31
H 0.39 3.02 0.53
H 1.08 2.73 -1.10
H -0.66 2.94 -0.91
H 0.06 -2.09 2.74
H 1.55 -1.16 2.39
H 0.18 -0.38 3.22
H 0.07 -2.73 0.51
H -0.49 -2.00 -0.89
H 1.23 -1.67 -0.31
H -2.12 0.31 -1.31
H -1.55 -0.06 -2.91



The following is a quantum chemistry calculation of H5N2P as an isolated structure in a non-equilibrium geometry, from OMol25.

Properties
Energy: -12346.446 eV
HOMO (alpha / beta): -7.861 / -7.861 eV
Multiplicity: 1
Gap between HOMO and LUMO (alpha / beta): 7.869 / 7.869 eV

Cartesian coordinates (Å):
N 1.38 0.01 0.11
N 0.47 -0.94 -0.34
P -1.70 -0.07 -0.04
H 1.28 0.35 1.10
H 1.64 0.85 -0.51
H 0.25 -0.86 -1.30
H -2.26 -0.85 -1.04
H -1.29 0.72 -1.08



The following is a quantum chemistry calculation of C39H43BrIN6O4SSiV as an isolated structure, from OMol25.

Properties
Energy: -180810.877 eV
HOMO (alpha / beta): -10.353 / -10.334 eV
Multiplicity: 2
Expectation value of S²: 1.02
Charge: +1
Gap between HOMO and LUMO (alpha / beta): 6.923 / 7.477 eV

Cartesian coordinates (Å):
V 0.43 -1.54 -0.41
O 1.45 -0.93 2.81
C 1.88 0.36 2.66
C 3.08 0.73 3.25
C 3.56 2.02 3.10
C 2.83 2.96 2.37
C 1.64 2.58 1.78
C 1.15 1.28 1.91
C -0.06 0.86 1.11
O 0.36 0.16 -0.01
N -0.97 -0.01 1.89
N -1.22 -1.26 1.34
C -2.30 -1.82 1.72
C -2.75 -3.18 1.44
Br -1.45 -4.44 0.89
C -4.00 -3.59 1.64
C -5.13 -2.71 1.98
C -5.33 -1.49 1.32
C -6.40 -0.67 1.66
C -7.28 -1.06 2.65
C -7.11 -2.28 3.30
C -6.05 -3.10 2.96
H 0.49 -0.90 2.82
H 3.62 -0.01 3.83
H 4.49 2.31 3.57
H 3.20 3.97 2.26
H 1.07 3.29 1.19
H -0.59 1.76 0.78
H -1.81 0.47 2.18
H -2.98 -1.25 2.37
H -4.21 -4.65 1.54
H -4.66 -1.21 0.51
H -6.55 0.26 1.13
H -8.12 -0.43 2.91
H -7.80 -2.59 4.06
H -5.92 -4.05 3.46
C 1.94 -4.34 2.75
C 2.92 -3.44 2.07
N 4.10 -3.25 2.60
C 4.98 -2.43 1.98
C 4.72 -1.80 0.79
C 5.76 -0.92 0.14
O 6.22 -1.45 -1.10
C 3.45 -1.99 0.20
C 3.19 -1.58 -1.16
N 2.02 -1.53 -1.69
C 1.94 -1.39 -3.11
C 2.45 -0.27 -3.74
C 2.36 -0.15 -5.12
C 1.77 -1.16 -5.87
C 1.25 -2.28 -5.24
C 1.33 -2.39 -3.86
I 0.44 -4.01 -2.87
C 2.51 -2.78 0.87
O 1.29 -2.97 0.42
H 2.40 -4.77 3.64
H 1.04 -3.79 3.03
H 1.61 -5.14 2.08
H 5.93 -2.29 2.48
H 5.34 0.06 -0.10
H 6.59 -0.76 0.84
H 6.72 -2.26 -0.93
H 4.06 -1.38 -1.78
H 2.88 0.53 -3.14
H 2.75 0.73 -5.61
H 1.71 -1.08 -6.94
H 0.78 -3.07 -5.81
C 1.50 7.32 -1.46
C 0.61 6.16 -1.13
C -0.40 6.19 -0.22
C -1.14 5.01 -0.01
N -0.90 3.89 -0.66
C 0.10 3.84 -1.59
S 0.47 2.50 -2.49
N 0.84 5.00 -1.78
C -2.22 4.98 1.02
H 1.18 8.21 -0.93
H 1.48 7.51 -2.53
H 2.53 7.09 -1.18
H -0.62 7.10 0.33
H 1.57 4.93 -2.47
H -2.82 5.89 0.98
H -1.77 4.91 2.01
H -2.86 4.11 0.86
C -2.66 0.38 -1.00
Si -1.78 -1.07 -1.80
C -2.93 -2.54 -1.95
C -1.32 -0.47 -3.52
H -3.53 0.62 -1.63
H -2.01 1.25 -1.01
H -3.04 0.20 0.01
H -3.96 -2.17 -1.98
H -2.86 -3.26 -1.14
H -2.74 -3.07 -2.88
H -1.71 -1.15 -4.28
H -0.26 -0.33 -3.70
H -1.79 0.51 -3.66



The following is a quantum chemistry calculation of an isolated ion of composition C4H6NO2 and charge +1 in a non-equilibrium geometry, from OMol25.

Properties
Energy: -9821.333 eV
HOMO: -16.496 eV
SMILES string: CC(=O)[N+](C)=C=O
Multiplicity: 1
Charge: +1
Gap between HOMO and LUMO: 11.387 eV

Cartesian coordinates (Å):
C -0.33 1.90 -0.34
C -0.74 0.47 -0.30
O -1.67 -0.22 -0.24
N 0.58 -0.45 -0.14
C 0.41 -1.88 0.00
C 1.71 0.04 0.16
O 2.68 0.55 0.50
H -0.10 2.23 -1.35
H -1.36 2.37 -0.08
H 0.46 2.02 0.33
H -0.63 -2.25 0.18
H 1.16 -2.51 0.56
H 0.55 -2.44 -0.92



The following is a quantum chemistry calculation of a 2-piece molecular cluster, C8H11NO2 overall in a non-equilibrium geometry, from OMol25.

Properties
Energy: -14055.168 eV
HOMO: -9.513 eV
SMILES string: C=C1C[C@@H](N)[C@@H]1C(=O)O.C#C
Multiplicity: 1
Gap between HOMO and LUMO: 10.022 eV

Cartesian coordinates (Å):
C -0.53 -1.80 -0.72
C -0.01 -0.61 -0.44
C -0.08 0.69 -1.16
C 1.08 1.21 -0.22
N 1.05 2.47 0.45
C 0.95 -0.13 0.59
C 2.26 -0.80 0.71
O 2.94 -0.66 1.75
O 2.74 -1.57 -0.23
H -0.16 -2.65 -0.17
H -1.36 -2.02 -1.32
H 0.12 0.73 -2.24
H -1.04 1.12 -1.01
H 2.08 1.35 -0.70
H 0.16 2.76 0.79
H 1.46 3.12 -0.18
H 0.57 -0.01 1.65
H 2.17 -1.73 -0.97
C -3.18 -0.31 0.43
C -3.97 -0.45 1.32
H -2.38 -0.12 -0.13
H -4.87 -0.59 1.81



The following is a quantum chemistry calculation of a 2-piece molecular cluster, C6H12INO4 overall in a non-equilibrium geometry, from OMol25.

Properties
Energy: -24191.376 eV
HOMO (alpha / beta): -9.323 / -9.313 eV
Multiplicity: 1
Gap between HOMO and LUMO (alpha / beta): 6.669 / 6.626 eV

Cartesian coordinates (Å):
C -1.73 1.09 1.11
C 1.52 -0.77 0.53
C 1.66 -0.40 -1.90
C -1.62 -0.29 0.50
C 0.83 -0.01 -0.62
C -0.59 -0.48 -0.60
N -0.75 -1.75 -1.24
O -1.31 -2.63 -0.58
O -0.54 -1.81 -2.43
O -2.87 -0.51 -0.01
O 0.88 1.38 -0.44
I -1.83 1.13 -2.68
H -0.97 1.32 1.89
H -1.76 1.77 0.23
H -2.61 1.12 1.67
H 1.25 -0.31 1.42
H 2.67 -0.73 0.74
H 1.12 -1.76 0.51
H 2.62 0.02 -1.72
H 1.13 0.14 -2.81
H 1.86 -1.49 -1.85
H -1.21 -1.19 1.14
H -3.03 -1.39 -0.46
H 0.27 1.77 -0.97



> The highest energy belongs to which entry?

CH4NO2